ORCA calculation (ωB97M-V/def2-TZVPD) on 2 unconnected molecules or ions with the total composition CH5P3 at a distorted geometry.

Each line ends with the Mulliken charge.
Element x y z (Å)
C -1.458 0.454 -0.170  -0.822
P 2.598 -0.899 0.800  -0.051
P 1.864 -0.124 -1.061  -0.087
P 1.934 1.152 0.550  -0.008
H -2.352 0.811 0.176  0.319
H -1.167 -0.498 0.025  0.318
H -0.824 1.244 -0.679  0.175
H 1.285 -1.320 1.264  0.059
H 3.018 0.703 -1.486  0.097

DFT total energy	-28980.20386	eV
HOMO energy (alpha / beta)	-8.939 / -8.041	eV
strongest force on any atom	4.38	eV/Å
frontier orbital gap (alpha / beta)	7.89 / 8.10	eV
LUMO level (alpha / beta)	-1.05 / 0.05	eV
net charge	0